170
Properties=species:S:1:pos:R:3:forces:R:3 method="wB97M-V/def2-TZVPD" homo_ev=-7.245 orbital_gap_ev=7.540 e_lumo_ev=0.30 smiles="COCCCCCc1cc2c(c(C(F)(F)C(F)(F)F)c1N(C)C(C)=O)Sc1ccc(COC)cc1N2.O=S1(=O)CCCC1.O=S1(=O)CCCC1.O=S1(=O)CCCC1.O=S1(=O)CCCC1.O=S1(=O)CCCC1.O=S1(=O)CCCC1.O=S1(=O)CCCC1"
C 6.33328 -0.38482 1.56354 -0.4 0.5 -0.2
O 5.47544 -1.51499 1.86106 -0.1 1.2 0.0
C 4.14984 -1.07413 1.53651 -0.9 0.0 -1.4
C 3.08764 -2.23130 1.43152 -1.1 0.6 -0.3
C 2.20432 -2.14094 0.09069 -0.1 -0.5 0.7
C 0.75178 -1.53566 0.35943 0.1 0.4 -0.6
C 0.32764 -0.44125 -0.71816 1.0 0.6 -0.1
C 0.32064 1.01966 -0.12453 -0.2 0.4 0.2
C 1.57038 1.46837 0.45785 -2.6 2.5 0.0
C 1.61512 2.84993 0.98727 -1.2 -2.2 -1.0
C 0.42480 3.70429 0.90473 0.6 -0.8 -0.3
C -0.86128 3.24478 0.34434 1.8 -2.1 0.2
C -2.09776 4.17646 0.29307 -0.5 0.0 0.1
F -2.21286 4.99761 1.41224 0.5 -0.9 -1.5
F -3.30578 3.50557 0.24364 1.6 0.5 0.1
C -2.07372 5.08734 -1.04334 -1.1 1.2 -0.1
F -3.18887 4.79673 -1.80728 1.8 0.3 0.6
F -2.19552 6.42427 -0.74587 0.5 -1.7 -0.3
F -0.94600 4.91528 -1.78592 -1.4 0.2 0.8
C -0.91132 1.85360 -0.19638 2.3 1.0 1.2
N -2.03397 1.22718 -0.82135 0.4 0.6 0.5
C -2.56414 1.80938 -2.04718 -0.8 0.5 -1.0
C -2.92279 0.46130 0.00528 -1.2 -2.4 0.3
C -3.08100 -1.07707 -0.35293 0.7 1.1 0.1
O -3.53513 0.83791 0.97689 1.0 0.7 -0.6
S 0.65801 5.40703 1.55505 0.4 -0.4 -0.5
C 2.39335 5.71287 1.12590 2.1 -0.7 -0.5
C 2.96044 7.00928 0.76471 1.4 -1.0 -0.1
C 4.39328 7.18531 0.47545 -0.7 -2.0 0.5
C 5.31005 6.02747 0.52462 -2.2 -0.4 0.8
C 6.84516 6.10722 0.25529 0.0 -0.2 0.2
O 7.53510 4.88963 0.61485 -0.4 0.3 -0.8
C 7.54522 3.97705 -0.50114 -0.9 -0.2 0.1
C 4.73040 4.74308 0.88259 -1.2 1.4 -0.1
C 3.29639 4.57124 1.18325 1.9 1.6 -0.4
N 2.87572 3.25000 1.56138 -1.4 1.3 -1.2
H 7.35598 -0.51629 1.98928 -0.9 -0.1 -0.3
H 5.84899 0.54818 1.98857 0.7 -0.8 -0.2
H 6.36038 -0.21481 0.44728 0.2 -0.3 1.1
H 3.77070 -0.25252 2.22102 0.6 -0.9 -0.3
H 4.20746 -0.58988 0.51044 0.0 -0.4 1.0
H 2.34365 -2.07886 2.27994 1.3 -0.7 -1.1
H 3.53945 -3.25802 1.44166 -0.2 1.1 0.4
H 2.77139 -1.59144 -0.70539 -0.6 -0.3 0.6
H 2.03982 -3.19342 -0.28274 0.3 1.0 0.3
H 0.69570 -1.04531 1.36778 0.1 -0.6 -0.8
H 0.01892 -2.38124 0.32552 0.5 0.8 0.2
H -0.60093 -0.68189 -1.28495 0.7 0.3 0.8
H 1.16140 -0.42556 -1.48507 -0.9 0.0 0.6
H 2.47942 0.82936 0.49008 -0.8 0.5 -0.1
H -2.69857 1.07617 -2.89932 0.2 0.5 1.0
H -1.86625 2.60753 -2.41427 -0.5 -0.9 0.4
H -3.56031 2.30870 -1.87564 0.9 -0.5 -0.2
H -2.74051 -1.27912 -1.40043 -0.5 0.0 0.9
H -2.40434 -1.60322 0.38307 -0.7 0.5 -0.8
H -4.12150 -1.40528 -0.13458 0.9 0.2 -0.4
H 2.30879 7.91594 0.72441 0.5 -1.0 0.1
H 4.79511 8.19864 0.23489 -0.4 -1.0 0.3
H 7.00562 6.26760 -0.84125 0.0 0.3 1.0
H 7.32633 6.91300 0.87267 -0.6 -0.6 -0.8
H 6.55746 4.10646 -1.03739 1.1 -0.3 0.2
H 7.55268 2.92592 -0.10183 0.3 1.1 -0.4
H 8.39514 4.15699 -1.21625 -0.7 -0.1 0.7
H 5.39864 3.85078 0.95029 -0.7 0.9 0.0
H 3.59985 2.55451 1.35725 -0.4 0.4 0.1
O 6.83394 9.06506 -1.03170 0.1 -0.2 -0.1
S 6.63805 8.64040 -2.39699 -0.2 0.0 -0.3
O 7.08222 7.35091 -2.87174 0.1 0.1 0.3
C 4.91350 8.84778 -2.81452 -0.4 0.2 -0.1
C 4.82203 10.27706 -3.33650 0.1 0.1 0.0
C 6.04497 10.47021 -4.23840 -0.1 0.0 -0.1
C 7.26086 9.91872 -3.48790 0.1 0.4 -0.4
H 4.29558 8.66982 -1.93663 0.1 -0.1 0.0
H 4.67143 8.12670 -3.59682 0.1 0.0 0.1
H 3.88985 10.44676 -3.87644 0.0 0.0 0.1
H 4.86324 10.98343 -2.50239 0.0 -0.1 0.0
H 5.90245 9.91282 -5.16845 0.0 0.0 0.1
H 6.18940 11.51827 -4.50425 0.0 -0.1 0.0
H 7.99258 9.48603 -4.16849 0.0 -0.1 0.2
H 7.73314 10.68488 -2.87294 0.0 -0.1 0.1
O 2.42998 -2.71842 4.27151 -0.2 -0.3 0.4
S 3.09826 -3.87168 4.82429 0.6 -0.2 0.1
O 2.81759 -5.21265 4.37173 -0.3 0.2 -0.2
C 4.86021 -3.59206 4.74620 0.4 0.2 0.0
C 5.18786 -2.88283 6.05459 -0.1 0.1 0.1
C 4.39309 -3.61897 7.13791 0.1 0.0 0.1
C 2.96783 -3.80942 6.61161 0.0 0.0 0.5
H 5.10343 -3.00042 3.86283 -0.1 -0.1 -0.1
H 5.34948 -4.56603 4.69350 -0.1 0.0 0.0
H 6.25900 -2.89574 6.25918 -0.1 0.0 0.0
H 4.86547 -1.83875 6.00518 0.0 0.0 0.0
H 4.85019 -4.59484 7.32456 0.0 0.0 0.0
H 4.39377 -3.07176 8.08172 0.0 0.0 0.0
H 2.52509 -4.73672 6.97269 -0.1 0.1 -0.2
H 2.32871 -2.96575 6.87342 0.0 0.0 -0.1
O 7.09980 1.79607 -2.18906 -0.2 -0.3 0.1
S 5.80454 1.23657 -2.48974 -0.2 0.1 -0.3
O 4.87016 0.86565 -1.45105 0.3 0.1 0.2
C 4.98024 2.30933 -3.65494 -0.1 0.2 -0.3
C 5.42233 1.79382 -5.01938 0.1 0.0 -0.1
C 5.35713 0.26591 -4.92833 -0.1 0.0 -0.1
C 6.02279 -0.14414 -3.61127 0.0 -0.4 -0.3
H 5.26619 3.34430 -3.47204 0.0 -0.1 0.2
H 3.90459 2.18644 -3.51711 0.1 0.0 0.1
H 4.78719 2.17943 -5.81764 0.0 0.0 0.1
H 6.45000 2.10799 -5.22311 -0.1 0.0 0.0
H 4.31141 -0.05421 -4.92773 0.1 0.0 0.0
H 5.84437 -0.21061 -5.78006 0.0 0.0 0.1
H 5.55889 -1.03202 -3.18373 0.1 0.1 0.2
H 7.09287 -0.30885 -3.73772 0.0 0.1 0.1
O -2.33309 -3.04566 2.11060 -0.1 0.1 0.1
S -2.26689 -3.38972 3.51372 0.1 -0.2 0.4
O -2.82333 -2.53953 4.53847 -0.1 0.2 -0.3
C -2.90740 -5.04266 3.72018 -0.1 -0.5 0.0
C -1.69133 -5.94138 3.52831 0.0 0.4 0.2
C -0.54833 -5.26592 4.29242 0.0 -0.2 0.1
C -0.56901 -3.78018 3.92477 0.4 -0.2 0.1
H -3.69824 -5.22750 2.99445 0.0 0.2 0.0
H -3.30229 -5.12318 4.73452 0.0 0.1 0.0
H -1.87923 -6.95199 3.89162 0.0 0.0 -0.1
H -1.44033 -6.00486 2.47557 -0.1 0.0 0.2
H -0.71003 -5.38309 5.36907 0.0 0.0 0.0
H 0.41681 -5.71476 4.05640 0.0 0.1 0.0
H -0.24759 -3.15398 4.75487 -0.1 0.2 -0.2
H 0.04584 -3.57754 3.04744 -0.1 0.1 0.0
O -6.31642 -1.78634 -3.74180 0.2 -0.2 0.1
S -6.44584 -2.10767 -2.34002 -0.1 0.1 0.3
O -5.44458 -2.86741 -1.63067 0.1 -0.1 -0.4
C -6.77388 -0.59901 -1.44108 -0.2 0.4 0.2
C -8.29251 -0.47089 -1.46349 -0.1 0.0 -0.1
C -8.83408 -1.87680 -1.18466 0.0 0.1 0.0
C -8.05277 -2.85302 -2.07023 -0.5 -0.1 0.1
H -6.26401 0.23598 -1.91937 0.1 -0.1 0.0
H -6.40523 -0.73089 -0.42237 0.0 0.0 -0.1
H -8.64362 0.25182 -0.72601 0.0 0.0 0.0
H -8.62526 -0.13615 -2.45070 0.1 0.0 0.0
H -8.67505 -2.12588 -0.13264 -0.1 0.0 -0.1
H -9.90325 -1.94241 -1.37640 0.1 0.0 0.1
H -7.92464 -3.82071 -1.58761 0.1 0.0 -0.1
H -8.53078 -2.98289 -3.04140 0.2 0.0 0.0
O -12.61773 -4.58913 -0.71188 0.2 0.1 0.1
S -12.70284 -3.20729 -0.30992 -0.1 0.2 0.0
O -11.57754 -2.50348 0.25764 0.0 -0.3 0.0
C -13.35099 -2.25763 -1.67756 -0.2 0.2 -0.3
C -14.86279 -2.31418 -1.49307 -0.1 -0.1 0.0
C -15.10732 -2.10594 0.00464 -0.1 0.1 0.0
C -14.12712 -3.00875 0.75982 -0.4 0.1 0.3
H -13.01594 -2.68883 -2.61962 0.1 -0.1 0.1
H -12.98047 -1.23588 -1.57859 0.0 -0.1 0.0
H -15.36792 -1.55787 -2.09495 0.0 -0.1 0.0
H -15.24022 -3.29497 -1.79586 0.0 0.1 0.0
H -14.91792 -1.06015 0.26220 0.0 -0.1 0.0
H -16.13898 -2.32873 0.28008 0.1 0.0 0.0
H -13.81040 -2.56210 1.70107 0.1 -0.1 -0.1
H -14.55127 -3.99621 0.94165 0.1 0.0 -0.1
O 1.25344 -6.58634 0.66366 -0.1 -0.1 0.2
S -0.01825 -7.17931 0.33115 -0.2 0.0 -0.2
O -0.94904 -7.61684 1.34612 0.5 -0.3 -0.2
C -0.86947 -6.09584 -0.80582 -0.1 0.2 -0.3
C -0.39700 -6.54827 -2.18233 0.1 0.0 -0.1
C -0.40908 -8.07966 -2.14443 -0.1 0.0 -0.1
C 0.25858 -8.51197 -0.83521 0.0 -0.4 -0.4
H -0.62182 -5.05839 -0.58478 0.0 -0.1 0.2
H -1.94128 -6.26043 -0.68367 0.1 0.0 0.1
H -1.03798 -6.15753 -2.97338 0.0 0.0 0.1
H 0.62100 -6.19168 -2.36450 -0.1 0.0 0.0
H -1.44283 -8.43571 -2.16570 0.1 0.0 0.0
H 0.10244 -8.50913 -3.00703 0.0 0.0 0.1
H -0.17781 -9.42957 -0.44350 0.1 0.1 0.2
H 1.33492 -8.63497 -0.95605 0.0 0.1 0.1